C5H12O2 | ωB97M-V/def2-TZVPD

## Properties
* expectation value of S²: 0.77
* lowest unoccupied orbital energy (alpha / beta): 3.766 / 3.691 eV
* energy relative to the best compared isomer or geometry (same formula, charge and spin): 57.0 kJ/mol
* Kohn-Sham gap (alpha / beta): 3.97 / 6.39 eV
* DFT total energy: -348.1253 Eh
* 2S+1: 2
* charge: -1

```
19
Properties=species:S:1:pos:R:3:forces:R:3
C -0.644 0.484 -2.605 0.06 0.28 -0.25
C -0.169 -0.049 -1.297 -0.13 0.19 0.90
C -0.687 -1.165 -0.644 0.65 -0.24 -1.46
C -0.085 -1.904 0.402 -0.61 -0.11 -0.01
C 0.985 -1.547 1.219 -0.61 -0.27 -0.39
H -1.292 1.374 -2.564 -0.17 -0.03 0.15
H 0.209 0.819 -3.206 0.09 -0.05 -0.11
H -1.169 -0.259 -3.211 -0.09 -0.13 0.09
H 0.604 0.519 -0.793 0.18 0.07 -0.09
H -1.439 -1.691 -1.241 -0.12 -0.11 0.30
H -0.540 -2.894 0.504 -0.01 0.19 0.51
H 1.117 -2.112 2.137 0.52 0.17 -0.13
H 1.562 -0.668 0.956 0.15 -0.02 0.43
H 1.242 3.194 1.108 0.10 -0.12 -0.06
H 0.907 1.805 1.631 0.14 -0.32 0.05
O 1.625 2.317 1.220 -0.17 0.33 0.11
H -0.479 -0.117 1.894 0.40 -0.33 0.00
H -1.188 1.231 2.013 -0.04 -0.17 0.07
O -0.560 0.662 2.477 -0.35 0.66 -0.11
```
Forces are in eV/Å.

Mulliken atomic charge list, values in e, 2 entries: -1.1297 -0.0540